{"formula": "C40H32Br2CrN3O4P2S", "method": "wB97M-V/def2-TZVPD", "species": ["Cr", "C", "P", "C", "C", "C", "C", "C", "C", "C", "C", "C", "C", "C", "C", "C", "C", "C", "C", "C", "P", "C", "C", "C", "C", "C", "C", "C", "C", "C", "C", "C", "C", "N", "H", "H", "H", "H", "H", "H", "H", "H", "H", "H", "H", "H", "H", "H", "H", "H", "H", "H", "H", "H", "H", "H", "H", "H", "H", "H", "Br", "C", "C", "C", "N", "C", "C", "C", "C", "C", "Br", "C", "C", "N", "H", "H", "H", "H", "H", "H", "O", "S", "O", "O", "O"], "xyz": [[0.118, -0.144, -1.638], [-1.819, 2.616, -1.938], [-3.099, 1.755, -0.927], [-2.781, -0.096, -1.084], [-1.894, -2.339, -0.829], [-2.505, -3.667, -0.492], [-3.615, -3.852, 0.214], [-4.438, -2.707, 0.770], [-4.266, -0.740, -1.072], [-2.897, 2.265, 0.814], [-3.730, 1.696, 1.784], [-3.748, 2.174, 3.083], [-2.949, 3.253, 3.442], [-2.141, 3.847, 2.485], [-2.113, 3.357, 1.185], [-0.377, 2.831, -1.607], [0.282, 4.022, -1.401], [1.666, 3.724, -1.327], [1.782, 2.364, -1.496], [3.020, 1.528, -1.632], [2.637, -0.069, -0.852], [4.083, -1.176, -1.050], [5.358, -0.662, -0.851], [6.472, -1.486, -0.929], [6.311, -2.841, -1.183], [5.036, -3.358, -1.374], [3.926, -2.528, -1.324], [2.895, 0.243, 0.958], [2.710, -0.851, 1.807], [2.915, -0.739, 3.171], [3.304, 0.479, 3.718], [3.481, 1.575, 2.888], [3.278, 1.455, 1.516], [0.527, 1.808, -1.642], [-2.270, 3.591, -2.145], [-1.892, 2.051, -2.874], [-0.816, -2.435, -0.666], [-1.984, -4.533, -0.885], [-3.977, -4.859, 0.390], [-5.491, -2.835, 0.506], [-5.068, -0.001, -1.008], [-4.374, 0.863, 1.516], [-4.388, 1.702, 3.819], [-2.962, 3.627, 4.458], [-1.513, 4.689, 2.749], [-1.451, 3.814, 0.464], [-0.178, 4.998, -1.362], [2.483, 4.419, -1.212], [3.883, 2.021, -1.182], [3.255, 1.314, -2.681], [5.493, 0.389, -0.623], [7.460, -1.069, -0.785], [7.176, -3.489, -1.239], [4.902, -4.410, -1.586], [2.936, -2.927, -1.515], [2.405, -1.806, 1.392], [2.761, -1.598, 3.811], [3.457, 0.573, 4.785], [3.775, 2.530, 3.304], [3.389, 2.330, 0.890], [-1.148, 0.154, 5.056], [-0.934, 0.192, 3.179], [-0.071, 1.095, 2.602], [0.110, 1.009, 1.230], [-0.509, 0.116, 0.456], [-1.501, -0.608, 1.016], [-1.693, -0.651, 2.385], [-2.451, -1.165, 0.027], [-3.910, -1.427, 0.237], [-4.473, -1.631, -2.248], [-6.268, -1.957, -2.812], [-3.431, -2.150, -2.869], [-2.068, -1.823, -2.314], [-1.889, -0.365, -2.175], [0.478, 1.826, 3.176], [0.792, 1.681, 0.728], [-2.474, -1.276, 2.793], [-4.393, -2.729, 1.867], [-3.530, -2.791, -3.733], [-1.304, -2.251, -2.957], [1.087, -2.590, -4.551], [1.287, -1.629, -3.502], [0.414, -0.377, -3.617], [0.756, -2.128, -2.137], [2.682, -1.210, -3.346]], "total_charge": -1, "gap_ev": [7.006, 6.993], "s_squared": 6.050, "homo_energy_ev": [-4.987, -4.977], "largest_force_ev_per_a": 1.17, "multiplicity": 5, "lumo_energy_ev": [2.0, 2.0]}

{"formula": "C40H32BrKN5O4S", "method": "wB97M-V/def2-TZVPD", "species": ["K", "C", "O", "C", "C", "C", "C", "C", "C", "N", "N", "C", "C", "O", "C", "C", "C", "C", "C", "C", "C", "C", "H", "H", "H", "H", "H", "H", "H", "H", "H", "H", "H", "H", "H", "O", "C", "C", "C", "C", "C", "C", "C", "O", "N", "N", "C", "C", "Br", "C", "C", "C", "C", "C", "C", "C", "H", "H", "H", "H", "H", "H", "H", "H", "H", "H", "H", "H", "H", "H", "S", "C", "N", "C", "C", "C", "C", "C", "C", "H", "H", "H", "H", "H"], "xyz": [[0.429, -0.292, 0.717], [1.889, -0.115, -2.732], [1.018, -0.892, -1.933], [0.788, -2.188, -2.318], [1.282, -2.719, -3.500], [1.065, -4.057, -3.816], [0.348, -4.862, -2.947], [-0.168, -4.322, -1.775], [0.030, -2.987, -1.438], [-0.505, -2.355, -0.288], [-0.933, -3.174, 0.580], [-1.526, -2.772, 1.738], [-1.869, -1.411, 2.112], [-1.700, -0.409, 1.386], [-2.466, -1.228, 3.433], [-2.692, -2.240, 4.281], [-2.409, -3.604, 3.920], [-2.701, -4.657, 4.803], [-2.486, -5.967, 4.447], [-1.956, -6.243, 3.178], [-1.642, -5.224, 2.308], [-1.855, -3.868, 2.649], [1.426, 0.145, -3.688], [2.831, -0.637, -2.914], [2.092, 0.792, -2.168], [1.843, -2.103, -4.188], [1.463, -4.458, -4.741], [0.181, -5.907, -3.180], [-0.747, -4.928, -1.092], [-2.711, -0.205, 3.693], [-3.120, -2.048, 5.261], [-3.104, -4.415, 5.783], [-2.716, -6.772, 5.133], [-1.789, -7.271, 2.877], [-1.215, -5.443, 1.340], [1.402, -1.245, 2.712], [1.937, -0.585, 3.708], [1.596, -0.854, 5.053], [2.144, -0.130, 6.094], [3.076, 0.883, 5.858], [3.438, 1.148, 4.544], [2.890, 0.444, 3.481], [3.262, 0.808, 2.052], [2.905, -0.142, 1.123], [2.618, 2.135, 1.713], [1.823, 2.272, 0.676], [1.565, 3.435, 0.201], [0.710, 3.638, -0.971], [-0.458, 2.204, -1.387], [0.713, 4.784, -1.654], [-0.014, 5.189, -2.875], [-0.385, 6.529, -3.014], [-1.066, 6.976, -4.137], [-1.373, 6.092, -5.162], [-0.975, 4.767, -5.058], [-0.298, 4.319, -3.931], [2.243, -0.754, 1.671], [0.872, -1.643, 5.234], [1.845, -0.354, 7.113], [3.505, 1.448, 6.676], [4.171, 1.927, 4.336], [4.337, 1.013, 1.990], [3.050, 2.961, 2.107], [2.033, 4.331, 0.614], [1.348, 5.556, -1.224], [-0.145, 7.225, -2.216], [-1.360, 8.017, -4.209], [-1.910, 6.435, -6.038], [-1.188, 4.072, -5.862], [0.030, 3.291, -3.878], [-5.241, 1.724, 0.353], [-4.110, 1.230, -0.887], [-3.806, -0.014, -0.905], [-4.463, -0.702, 0.108], [-4.318, -2.062, 0.375], [-5.013, -2.611, 1.432], [-5.860, -1.821, 2.221], [-6.017, -0.471, 1.969], [-5.303, 0.082, 0.906], [-3.704, 1.971, -1.568], [-3.637, -2.651, -0.230], [-4.882, -3.659, 1.673], [-6.389, -2.272, 3.052], [-6.665, 0.139, 2.587]], "total_charge": -1, "gap_ev": 6.211, "homo_energy_ev": -4.108, "largest_force_ev_per_a": 1.92, "lumo_energy_ev": 2.1, "relative_energy_kcal_mol": 40.5}

{"formula": "C40H32Cl4O24", "method": "wB97M-V/def2-TZVPD", "species": ["O", "C", "C", "C", "O", "C", "O", "C", "C", "O", "H", "H", "H", "H", "O", "C", "C", "C", "O", "C", "O", "C", "C", "O", "H", "H", "H", "H", "O", "C", "C", "C", "O", "C", "O", "C", "C", "O", "H", "H", "H", "H", "O", "C", "C", "C", "O", "C", "O", "C", "C", "O", "H", "H", "H", "H", "O", "C", "C", "C", "O", "C", "O", "C", "C", "O", "H", "H", "H", "H", "O", "C", "C", "C", "O", "C", "O", "C", "C", "O", "H", "H", "H", "H", "Cl", "C", "C", "Cl", "H", "H", "H", "H", "Cl", "C", "C", "Cl", "H", "H", "H", "H"], "xyz": [[1.269, -4.218, 0.128], [0.515, -5.198, 0.140], [1.033, -6.589, 0.163], [0.193, -7.657, 0.074], [0.609, -8.869, 0.080], [-1.277, -7.571, -0.053], [-2.059, -8.497, -0.036], [-1.748, -6.199, -0.046], [-0.951, -5.133, 0.019], [-1.475, -3.879, 0.052], [2.045, -6.755, 0.502], [-0.051, -9.484, -0.249], [-2.793, -5.987, -0.221], [-0.779, -3.272, -0.212], [-1.443, -3.280, -5.563], [-0.548, -2.455, -5.349], [0.670, -2.258, -6.105], [1.628, -1.355, -5.824], [2.793, -1.314, -6.584], [1.690, -0.482, -4.627], [2.586, 0.160, -4.224], [0.340, -0.448, -4.097], [-0.680, -1.313, -4.414], [-1.858, -1.204, -3.754], [0.866, -2.925, -6.931], [3.455, -0.694, -6.270], [0.092, 0.159, -3.240], [-2.406, -1.983, -3.873], [2.554, 5.088, 6.264], [1.824, 4.263, 5.689], [0.468, 4.134, 6.071], [-0.381, 3.291, 5.345], [-1.686, 3.210, 5.755], [0.054, 2.427, 4.206], [-0.633, 1.582, 3.622], [1.477, 2.617, 3.936], [2.283, 3.424, 4.619], [3.545, 3.693, 4.174], [0.078, 4.743, 6.874], [-2.157, 2.557, 5.232], [1.902, 2.064, 3.111], [3.969, 4.238, 4.841], [-1.378, 6.138, -5.778], [-0.355, 5.828, -5.259], [-0.069, 6.009, -3.801], [0.975, 5.370, -3.192], [1.195, 5.440, -1.854], [2.037, 4.596, -3.973], [3.029, 4.210, -3.430], [1.837, 4.510, -5.416], [0.797, 5.102, -5.972], [0.609, 4.936, -7.319], [-0.799, 6.575, -3.241], [1.964, 4.926, -1.594], [2.495, 3.889, -6.005], [-0.317, 5.093, -7.517], [-4.877, 2.351, -2.951], [-4.111, 2.732, -2.062], [-3.906, 2.040, -0.816], [-3.019, 2.385, 0.090], [-2.915, 1.599, 1.216], [-2.194, 3.613, -0.038], [-1.298, 3.930, 0.753], [-2.413, 4.324, -1.213], [-3.203, 3.935, -2.213], [-3.435, 4.775, -3.266], [-4.328, 1.065, -0.622], [-2.053, 1.747, 1.611], [-1.910, 5.271, -1.345], [-4.136, 4.366, -3.779], [-2.174, -6.202, 3.456], [-2.161, -4.952, 3.599], [-0.953, -4.068, 3.453], [-0.972, -2.709, 3.706], [0.127, -1.924, 3.588], [-2.218, -1.980, 4.078], [-2.250, -0.793, 4.196], [-3.419, -2.898, 4.308], [-3.367, -4.241, 4.069], [-4.495, -4.976, 4.301], [0.012, -4.377, 3.078], [-0.118, -1.022, 3.806], [-4.396, -2.575, 4.637], [-4.274, -5.897, 4.143], [3.826, 0.393, 2.830], [5.067, -0.814, 2.942], [4.504, -2.025, 3.466], [3.382, -2.769, 2.360], [5.803, -0.447, 3.657], [5.406, -0.929, 1.913], [4.130, -1.885, 4.481], [5.281, -2.732, 3.758], [1.334, 2.431, -1.028], [1.882, 0.829, -0.350], [0.771, 0.194, 0.433], [-0.216, -1.004, -0.556], [2.627, 1.154, 0.377], [2.372, 0.185, -1.079], [0.119, 0.975, 0.822], [1.134, -0.328, 1.318]], "total_charge": 0, "gap_ev": 7.247, "homo_energy_ev": -9.474, "largest_force_ev_per_a": 5.12, "lumo_energy_ev": -2.2, "smiles": "O=C1C=C(O)C(=O)C=C1O.O=C1C=C(O)C(=O)C=C1O.O=C1C=C(O)C(=O)C=C1O.O=C1C=C(O)C(=O)C=C1O.O=C1C=C(O)C(=O)C=C1O.O=C1C=C(O)C(=O)C=C1O.ClCCCl.ClCCCl"}

{"formula": "C40H32CoN3P2Se2Te", "method": "wB97M-V/def2-TZVPD", "species": ["Co", "Te", "C", "C", "C", "N", "C", "C", "C", "P", "C", "C", "C", "C", "C", "C", "C", "C", "C", "C", "C", "C", "P", "C", "C", "C", "C", "C", "C", "C", "C", "C", "C", "C", "C", "H", "H", "H", "H", "H", "H", "H", "H", "H", "H", "H", "H", "H", "H", "H", "H", "H", "H", "H", "H", "H", "H", "H", "H", "Se", "Se", "C", "C", "C", "C", "C", "N", "C", "C", "C", "C", "C", "N", "H", "H", "H", "H", "H", "H", "H", "H"], "xyz": [[-0.990, 1.852, -0.051], [0.811, -1.519, -2.819], [1.844, -3.002, -1.638], [3.175, -2.871, -1.282], [3.742, -3.871, -0.501], [3.071, -4.927, -0.086], [1.801, -5.045, -0.419], [1.133, -4.104, -1.193], [0.274, -0.501, -1.026], [-1.452, -0.369, -0.526], [-2.351, -1.486, -1.662], [-2.554, -1.095, -2.985], [-3.180, -1.935, -3.887], [-3.603, -3.192, -3.483], [-3.402, -3.593, -2.173], [-2.787, -2.748, -1.265], [-1.613, -1.327, 1.028], [-0.620, -2.181, 1.500], [-0.790, -2.833, 2.709], [-1.952, -2.653, 3.441], [-2.952, -1.818, 2.966], [-2.779, -1.146, 1.771], [1.096, 1.005, -0.482], [1.865, 0.604, 1.135], [2.542, -0.515, 1.430], [2.926, -0.818, 2.796], [2.632, -0.020, 3.825], [1.857, 1.246, 3.675], [1.384, 1.501, 2.226], [2.505, 1.265, -1.602], [2.201, 1.540, -2.937], [3.216, 1.713, -3.860], [4.539, 1.640, -3.453], [4.845, 1.394, -2.124], [3.835, 1.207, -1.195], [3.761, -2.027, -1.616], [4.781, -3.821, -0.205], [1.289, -5.928, -0.061], [0.093, -4.236, -1.454], [-2.207, -0.127, -3.327], [-3.339, -1.616, -4.908], [-4.086, -3.856, -4.184], [-3.729, -4.570, -1.850], [-2.640, -3.080, -0.248], [0.288, -2.316, 0.928], [-0.015, -3.481, 3.092], [-2.074, -3.155, 4.388], [-3.863, -1.682, 3.533], [-3.548, -0.475, 1.408], [2.847, -1.204, 0.654], [3.483, -1.730, 2.951], [2.956, -0.254, 4.828], [2.400, 2.074, 4.141], [1.441, 2.555, 1.933], [1.160, 1.630, -3.234], [2.978, 1.908, -4.895], [5.329, 1.787, -4.172], [5.878, 1.345, -1.814], [4.084, 1.015, -0.160], [-1.103, 5.028, 0.526], [-2.569, 4.356, 2.159], [-1.467, 2.943, 2.911], [-1.081, 3.122, 4.297], [-0.155, 2.340, 4.858], [0.374, 1.157, 4.133], [-0.051, 1.116, 2.650], [-1.040, 2.024, 2.132], [-2.057, 4.415, -1.049], [-2.787, 5.332, -1.789], [-3.407, 4.909, -2.953], [-3.265, 3.577, -3.316], [-2.547, 2.727, -2.492], [-1.944, 3.124, -1.370], [-1.512, 3.961, 4.820], [0.217, 2.517, 5.856], [0.129, 0.257, 4.707], [-0.294, 0.104, 2.323], [-2.853, 6.356, -1.450], [-3.975, 5.598, -3.561], [-3.706, 3.200, -4.226], [-2.440, 1.682, -2.742]], "total_charge": 1, "gap_ev": [6.070, 5.850], "s_squared": 3.784, "homo_energy_ev": [-9.647, -9.578], "largest_force_ev_per_a": 1.98, "multiplicity": 4, "lumo_energy_ev": [-3.6, -3.7], "relative_energy_kcal_mol": 22.9}

{"formula": "C40H32EuN7P2S3", "method": "wB97M-V/def2-TZVPD", "species": ["Eu", "C", "C", "N", "N", "C", "N", "S", "C", "C", "C", "C", "C", "N", "H", "H", "H", "H", "H", "H", "H", "H", "H", "S", "C", "C", "C", "C", "N", "C", "C", "C", "S", "C", "N", "H", "H", "N", "P", "C", "C", "C", "C", "C", "C", "C", "C", "C", "C", "C", "C", "P", "C", "C", "C", "C", "C", "C", "C", "C", "C", "C", "C", "C", "H", "H", "H", "H", "H", "H", "H", "H", "H", "H", "H", "H", "H", "H", "H", "H", "H", "H", "H", "H", "H"], "xyz": [[2.018, -0.416, 0.755], [-0.374, -4.586, 0.820], [0.254, -3.261, 1.130], [1.251, -2.763, 0.452], [1.705, -3.454, -0.616], [2.873, -3.121, -1.125], [3.237, -3.759, -2.259], [4.019, -1.992, -0.519], [-0.225, -2.484, 2.268], [-1.384, -2.834, 2.970], [-1.793, -2.059, 4.038], [-1.018, -0.971, 4.419], [0.117, -0.687, 3.677], [0.499, -1.396, 2.620], [0.147, -5.027, -0.027], [-1.427, -4.461, 0.570], [-0.300, -5.248, 1.681], [2.719, -4.569, -2.553], [4.193, -3.655, -2.558], [-1.966, -3.690, 2.669], [-2.703, -2.295, 4.568], [-1.281, -0.361, 5.268], [0.762, 0.145, 3.941], [1.227, 2.144, 0.928], [1.668, 2.561, 2.571], [1.040, 3.676, 3.114], [1.328, 4.127, 4.395], [0.679, 5.274, 4.888], [0.133, 6.213, 5.259], [2.274, 3.430, 5.175], [2.908, 2.319, 4.637], [2.633, 1.865, 3.347], [3.540, 0.478, 2.805], [2.556, 3.855, 6.488], [2.773, 4.187, 7.565], [0.318, 4.206, 2.508], [3.644, 1.784, 5.221], [-0.529, -0.634, -1.743], [-0.946, -0.420, -0.075], [-1.813, 1.188, -0.168], [-2.418, 1.624, -1.338], [-2.976, 2.889, -1.390], [-2.982, 3.690, -0.261], [-2.456, 3.221, 0.932], [-1.858, 1.976, 0.977], [-2.469, -1.446, -0.003], [-3.321, -1.190, 1.071], [-4.504, -1.887, 1.216], [-4.858, -2.856, 0.290], [-4.009, -3.132, -0.766], [-2.814, -2.446, -0.904], [1.173, -0.633, -2.082], [1.090, -0.987, -3.871], [-0.087, -1.119, -4.597], [-0.030, -1.355, -5.960], [1.192, -1.460, -6.603], [2.367, -1.331, -5.880], [2.317, -1.101, -4.519], [1.506, 1.165, -2.196], [0.551, 2.080, -2.618], [0.851, 3.429, -2.621], [2.113, 3.863, -2.252], [3.090, 2.950, -1.886], [2.784, 1.600, -1.837], [-0.839, -1.564, -2.028], [-2.441, 0.975, -2.203], [-3.404, 3.252, -2.313], [-3.407, 4.681, -0.306], [-2.492, 3.834, 1.819], [-1.405, 1.616, 1.894], [-3.052, -0.424, 1.786], [-5.159, -1.669, 2.046], [-5.791, -3.390, 0.387], [-4.273, -3.883, -1.496], [-2.169, -2.713, -1.731], [-1.049, -1.025, -4.117], [-0.945, -1.454, -6.525], [1.227, -1.640, -7.667], [3.320, -1.410, -6.382], [3.226, -1.002, -3.939], [-0.422, 1.731, -2.925], [0.093, 4.144, -2.904], [2.335, 4.920, -2.243], [4.080, 3.290, -1.622], [3.552, 0.874, -1.539]], "total_charge": -1, "gap_ev": [5.525, 5.972], "s_squared": 15.761, "homo_energy_ev": [-3.759, -4.193], "largest_force_ev_per_a": 1.37, "multiplicity": 8, "lumo_energy_ev": [1.8, 1.8], "relative_energy_kcal_mol": 13.0}